61
Properties=species:S:1:pos:R:3 method="wB97M-V/def2-TZVPD" multiplicity=2 homo_lumo_gap_ev="9.259 / 6.546" fmax_ev_per_a=2.4 s2=0.754 de_lowest_kj_mol=0.0 energy_ev=-52727.532
Ag -0.27831 0.03906 -0.15094
F 2.26193 -2.11246 -2.81445
F -1.45777 2.56479 4.46254
F 1.19202 -1.15089 -4.47993
F -1.31739 0.43898 4.04080
F 0.41279 1.52189 4.75981
F 1.18830 -3.28698 -4.26695
O -0.12621 2.21269 -1.24121
O 2.08865 0.46639 -0.68953
O 0.98770 -1.96098 0.47798
O -2.58994 1.08351 -0.39768
O -1.89261 -1.56976 0.48183
O -0.10637 -3.08031 -1.72319
O 0.19065 0.98503 1.76801
O -0.36206 -0.91279 -2.16423
O 0.61542 3.06865 2.46145
C 2.33421 -2.43862 0.49154
C -1.97906 -1.82324 1.89979
C -0.33700 -4.43504 -2.06170
C -3.49616 0.43843 -1.30483
C -0.28774 1.97135 2.51033
C 1.20089 5.34608 2.48121
C 2.71545 0.78708 -1.92896
C -0.16090 -2.07777 -2.76393
C 0.15987 4.33638 2.89625
C 0.39122 3.40989 -0.66547
C -0.23894 -5.24644 -0.78017
C -0.65456 1.59733 3.95064
C 1.15629 -2.11112 -3.54965
H -0.36436 3.84118 -0.00905
H 2.64581 0.78490 0.02751
H 0.68427 4.13533 -1.42967
H 1.30605 3.18445 -0.12043
H -2.99687 -0.46990 -1.62527
H 2.97005 -1.65941 0.89890
H -0.45527 -6.29673 -0.97413
H 2.76414 1.87982 -2.01762
H 2.41239 -3.36619 1.06587
H -0.31057 2.33808 -2.17444
H 3.72927 0.38963 -2.00756
H -3.71729 1.09347 -2.14812
H 0.38622 -4.81822 -2.77996
H 0.52966 -2.50255 -0.19061
H 2.09942 0.40964 -2.73715
H -0.82061 4.58991 2.46526
H -2.94406 1.95972 -0.22356
H -1.23266 2.32928 2.03805
H -1.09097 -1.43219 2.38323
H 0.90450 6.37237 2.69875
H -0.97223 -2.30656 -3.47879
H -2.10705 -2.88591 2.10115
H 2.12443 5.17203 3.04328
H 2.63144 -2.66843 -0.53442
H -1.35593 -4.55351 -2.45341
H -2.85342 -1.26338 2.24202
H 0.03085 4.34877 3.98112
H -2.55396 -2.09380 0.02508
H 1.52323 5.25937 1.44276
H -0.93306 -4.88313 -0.02226
H 0.78421 -5.16329 -0.40739
H -4.42800 0.21413 -0.77845